# 1
An isolated ion of composition C4H9N2 and charge +1, computed with ωB97M-V/def2-TZVPD.

Its SMILES is C[C@H]1N=C1C[NH3+]. The value obtained for the molar mass is 85.1 g mol⁻¹. The relative energy (zero: lowest compared OMol25 entry of this formula, charge and spin) comes out at 106.2 kcal per mole. Its charge is +1. Its orbital gap is 10.2 eV. The electronic energy is -7263.5369 eV. For the HOMO energy, the calculation gives -0.5219 hartree.

Last column: Löwdin charge in e.
Element x y z (Å)
C  -2.436  0.328  -0.357  -0.082
C  -1.533  -0.627  0.268  -0.331
N  -0.444  -1.186  -0.565  0.192
C  -0.166  -0.339  0.274  -0.189
C  1.400  0.445  0.607  -0.069
N  2.402  -0.205  -0.152  0.137
H  -3.480  -0.031  -0.322  0.080
H  -2.220  0.651  -1.497  0.143
H  -2.471  1.272  0.302  0.108
H  -1.913  -1.433  0.916  0.145
H  1.691  0.665  1.708  0.161
H  1.334  1.438  0.107  0.128
H  2.732  -1.084  0.158  0.156
H  3.152  0.483  -0.282  0.182
H  1.952  -0.376  -1.165  0.238



# 2
An isolated ion of composition C4H9N2 and charge +1, computed with ωB97M-V/def2-TZVPD.

Its SMILES is NCC[N+]1=CC1. The value obtained for the molar mass is 85.1 g mol⁻¹. The relative energy (zero: lowest compared OMol25 entry of this formula, charge and spin) comes out at 116.6 kcal per mole. Its charge is +1. Its orbital gap is 7.4 eV. The electronic energy is -7263.0856 eV. For the HOMO energy, the calculation gives -0.4715 hartree.

Last column: Löwdin charge in e.
Element x y z (Å)
N  2.572  0.090  -0.066  -0.023
C  1.209  0.221  0.427  -0.270
C  0.227  -0.451  -0.503  -0.173
N  -1.101  -0.126  -0.223  0.049
C  -2.144  -0.633  0.391  0.143
C  -2.388  0.680  -0.067  0.020
H  3.262  -0.681  0.340  0.155
H  3.032  0.869  -0.380  0.029
H  1.051  1.378  0.520  0.159
H  1.234  -0.345  1.421  0.138
H  0.314  -1.619  -0.453  0.179
H  0.603  -0.350  -1.519  0.136
H  -2.444  -1.624  0.678  0.162
H  -2.928  0.885  -1.039  0.136
H  -2.502  1.707  0.475  0.162